This record from the OMol25 dataset describes a single C11H21N5O5 molecule. The level of theory is ωB97M-V/def2-TZVPD.

- frontier orbital gap (eV) = 9.5
- relative energy (zero: lowest compared OMol25 entry of this formula, charge and spin) (eV) = 7.379
- calculated total energy (eV) = -29430.7600
- molecular weight (u) = 303.3

```
42
Properties=species:S:1:pos:R:3:forces:R:3:lowdin_charge:R:1
H 3.94374 -2.97494 0.84173 -0.0405 -1.4827 1.6139 0.07
N 4.01375 -3.61582 1.70634 0.4601 2.9061 -2.2818 0.10
C 2.91079 -3.95446 2.20028 -2.8689 -3.0071 -0.5055 -0.57
N 2.95481 -4.63218 3.44441 1.9487 2.5497 0.3889 0.06
N 1.58475 -4.08908 1.59767 -0.6834 -0.8645 1.7999 -0.01
C 1.13334 -3.66831 0.29509 1.3062 3.3792 -1.4220 -0.22
C 0.55605 -2.18064 0.40287 -1.9817 -0.3446 2.2158 -0.19
C 1.51490 -1.08951 0.91087 0.8049 -0.0552 -0.3943 -0.18
C 1.08450 0.38482 0.94810 0.9963 1.6953 -1.9497 -0.35
N 0.07767 0.76585 1.86477 -3.6655 -4.5951 3.9598 -0.05
C 0.91660 1.30840 -0.43975 4.2061 -6.7023 -0.6262 -0.35
O 1.70602 0.94266 -1.40373 -3.6774 2.8787 3.0243 0.01
N -0.14094 2.06806 -0.28352 -0.3608 1.0817 4.6211 -0.03
C -0.78099 2.76171 -1.26796 -1.8855 0.3302 -4.8234 -0.26
C -2.20913 2.01573 -1.49624 0.9560 0.4644 -3.3063 -0.06
C -1.88053 0.46514 -1.36034 0.5415 -2.3864 0.5388 -0.12
C -3.23030 -0.23498 -1.57002 -2.3520 4.1802 2.4479 -0.49
O -3.78582 -0.87298 -2.36403 0.7823 -3.1329 -2.9155 0.14
O -4.19409 0.43782 -0.70451 -0.8118 -1.6439 0.3956 -0.06
C -0.75207 4.33479 -1.27681 -1.2671 2.9312 1.0663 -0.34
O -1.38597 5.16847 -1.97793 2.7821 -4.0410 2.7180 0.07
O 0.08370 4.73249 -0.19073 -0.1977 -3.5839 -1.4329 0.02
H 2.66197 -5.58298 3.42918 0.0415 -0.6131 0.0016 0.06
H 3.94949 -4.41380 3.79226 -2.2031 -1.1838 -0.4648 0.12
H 0.75132 -4.39387 2.21570 2.4989 0.8520 -1.0029 0.16
H 2.05898 -3.49873 -0.41777 -1.7834 -1.1305 1.1370 0.14
H 0.27587 -4.24174 -0.15973 1.4085 -0.0652 0.5962 0.12
H -0.04754 -1.85939 -0.45661 0.6662 -0.1473 -0.3158 0.09
H -0.28363 -2.27671 1.21209 1.2015 0.1323 -1.0872 0.12
H 2.44779 -1.09682 0.36044 0.1264 -0.0368 -0.7871 0.10
H 1.94594 -1.30684 1.91624 -0.8619 -0.0930 -0.2765 0.11
H 1.89633 0.92237 1.41180 1.1104 -0.0631 -0.1652 0.13
H 0.42043 0.11296 2.77242 -1.6224 2.6603 -2.4700 0.18
H -0.93431 0.24174 1.64850 3.2040 1.3603 0.5902 0.15
H -0.60339 1.94485 0.71191 1.3286 0.4513 -2.1850 0.18
H -0.05803 2.51752 -2.09035 -1.1779 0.3244 -0.4991 0.17
H -3.01669 2.36492 -0.74929 1.4047 -0.6978 -1.4575 0.14
H -2.56382 2.14002 -2.73958 0.8136 0.0983 4.0073 0.21
H -0.97563 -0.14977 -1.94227 -2.4705 2.3749 0.8613 0.19
H -1.62129 0.22098 -0.28628 -0.4313 0.3422 -1.0717 0.09
H -5.11015 -0.03408 -0.84868 2.7833 1.2328 0.1290 0.16
H 0.46279 3.76272 0.12156 -1.0287 3.6447 -0.6720 0.15
```
Forces are in eV/Å.